[1]
The following is a quantum chemistry calculation of a molecular structure, C26H26N4S3Ta, from OMol25.

Geometry (Å):
Ta (0.410, 0.510, 0.270)
C (0.405, 2.426, -2.465)
N (0.568, 2.731, -1.017)
C (-0.562, 3.553, -0.525)
C (-0.628, 3.545, 0.988)
N (-1.048, 2.218, 1.499)
C (-0.742, 2.094, 2.951)
C (-2.472, 1.972, 1.263)
C (-3.431, 2.688, 1.963)
C (-4.785, 2.415, 1.809)
C (-5.204, 1.414, 0.943)
C (-4.263, 0.725, 0.200)
C (-2.904, 1.001, 0.362)
S (-1.799, 0.046, -0.611)
C (1.858, 3.381, -0.780)
C (2.211, 4.515, -1.493)
C (3.463, 5.100, -1.341)
C (4.391, 4.553, -0.465)
C (4.036, 3.451, 0.292)
C (2.777, 2.868, 0.134)
S (2.452, 1.464, 1.132)
H (0.190, 3.329, -3.039)
H (-0.425, 1.738, -2.619)
H (1.321, 1.990, -2.862)
H (-1.490, 3.160, -0.945)
H (-0.446, 4.583, -0.870)
H (-1.338, 4.308, 1.317)
H (0.349, 3.789, 1.410)
H (-1.107, 2.958, 3.510)
H (0.335, 2.037, 3.109)
H (-1.220, 1.205, 3.360)
H (-3.130, 3.473, 2.646)
H (-5.509, 2.988, 2.374)
H (-6.254, 1.175, 0.845)
H (-4.571, -0.039, -0.502)
H (1.507, 4.962, -2.185)
H (3.710, 5.983, -1.915)
H (5.379, 4.980, -0.369)
H (4.732, 3.026, 1.004)
S (2.293, -6.205, 0.182)
C (1.864, -4.470, 0.235)
C (1.235, -3.925, 1.355)
C (0.901, -2.587, 1.343)
N (1.173, -1.795, 0.291)
C (1.807, -2.308, -0.778)
C (2.168, -3.636, -0.843)
C (0.757, -6.718, -0.619)
C (-0.323, -7.087, 0.167)
C (-1.498, -7.452, -0.490)
N (-1.580, -7.450, -1.807)
C (-0.547, -7.123, -2.562)
C (0.672, -6.742, -2.001)
H (1.014, -4.524, 2.226)
H (0.399, -2.133, 2.191)
H (2.031, -1.632, -1.597)
H (2.686, -4.012, -1.713)
H (-0.262, -7.113, 1.246)
H (-2.382, -7.746, 0.062)
H (-0.688, -7.160, -3.635)
H (1.515, -6.498, -2.633)

Summary:
LUMO level: -12.50 eV
net charge: +3
E_tot: -67373.0311 eV
highest occupied orbital energy: -0.56624 Ha

=====

[2]
The following is a quantum chemistry calculation of a molecular structure, C26H26N5OPtSSb, from OMol25.

Geometry (Å):
Pt (-12.462, 0.367, 10.709)
N (-8.498, -0.279, 8.909)
C (-9.717, 0.186, 9.349)
S (-10.680, -1.040, 10.043)
N (-9.871, 1.457, 9.291)
N (-11.051, 1.868, 9.842)
C (-11.400, 3.119, 9.922)
C (-12.651, 3.758, 10.413)
C (-12.671, 5.198, 10.569)
C (-13.750, 5.839, 11.138)
C (-14.778, 5.043, 11.672)
C (-14.856, 3.713, 11.483)
C (-13.835, 3.082, 10.788)
O (-14.040, 1.821, 10.559)
H (-8.362, -1.233, 8.634)
H (-7.809, 0.389, 8.599)
H (-10.622, 3.817, 9.602)
H (-11.727, 5.705, 10.429)
H (-13.738, 6.894, 11.371)
H (-15.535, 5.622, 12.129)
H (-15.652, 3.142, 11.973)
C (-11.606, 5.047, 15.121)
C (-11.130, 4.861, 13.822)
C (-11.189, 3.602, 13.210)
C (-11.799, 2.537, 13.909)
C (-12.291, 2.727, 15.196)
C (-12.229, 3.987, 15.766)
Sb (-11.687, 0.596, 13.134)
C (-9.736, 0.081, 13.814)
C (-8.971, -0.929, 13.235)
C (-7.597, -1.052, 13.560)
C (-7.060, -0.243, 14.496)
C (-7.799, 0.741, 15.137)
C (-9.170, 0.875, 14.817)
C (-12.840, -0.491, 14.493)
C (-12.453, -0.932, 15.760)
C (-13.365, -1.461, 16.624)
C (-14.698, -1.646, 16.267)
C (-15.088, -1.253, 15.022)
C (-14.163, -0.733, 14.104)
H (-11.536, 5.924, 15.676)
H (-10.653, 5.653, 13.252)
H (-10.743, 3.489, 12.231)
H (-12.743, 1.907, 15.760)
H (-12.688, 4.186, 16.736)
H (-9.378, -1.493, 12.418)
H (-6.984, -1.704, 12.971)
H (-5.962, -0.201, 14.688)
H (-7.281, 1.417, 15.768)
H (-9.672, 1.702, 15.317)
H (-11.426, -0.895, 16.089)
H (-12.987, -1.848, 17.534)
H (-15.436, -1.926, 17.001)
H (-16.167, -1.255, 14.710)
H (-14.403, -0.445, 13.076)
N (-14.201, -1.839, 8.766)
N (-14.527, -1.187, 10.037)
H (-14.637, -2.713, 8.753)
H (-13.131, -1.978, 8.890)
H (-14.996, -1.787, 10.709)
H (-15.176, -0.405, 9.903)

Summary:
expectation value of S²: 2.0084
LUMO level (alpha / beta): 0.39 / -0.80 eV
E_tot: -57497.6314 eV
2S+1: 3
highest occupied orbital energy (alpha / beta): -0.23168 / -0.27121 Ha

=====

[3]
The following is a quantum chemistry calculation of a molecular structure, C26H27Cl3F4GeN2O2PTi, from OMol25.

Geometry (Å):
Ti (-0.297, -0.810, 0.082)
C (-1.349, -4.829, -1.281)
C (-0.708, -3.458, -1.043)
N (-1.273, -2.632, 0.038)
C (-1.244, -3.288, 1.351)
C (0.158, -3.554, 1.876)
C (-2.640, -2.195, -0.247)
C (-2.686, -1.244, -1.447)
N (-1.451, -0.505, -1.566)
C (-1.221, 0.139, -2.710)
C (0.064, 0.717, -2.918)
F (0.936, 0.571, -1.878)
C (0.466, 1.335, -4.077)
F (1.707, 1.830, -4.180)
C (-0.404, 1.437, -5.155)
C (-1.678, 0.908, -4.998)
F (-2.532, 0.977, -6.030)
C (-2.101, 0.311, -3.827)
F (-3.387, -0.103, -3.775)
H (-0.921, -5.249, -2.187)
H (-1.130, -5.515, -0.467)
H (-2.426, -4.766, -1.416)
H (0.356, -3.620, -0.839)
H (-0.780, -2.879, -1.973)
H (-1.747, -2.616, 2.058)
H (-1.811, -4.227, 1.318)
H (0.727, -2.623, 1.931)
H (0.083, -3.959, 2.883)
H (0.711, -4.266, 1.269)
H (-3.316, -3.042, -0.429)
H (-3.005, -1.656, 0.632)
H (-2.874, -1.817, -2.366)
H (-3.539, -0.559, -1.314)
H (-0.101, 1.906, -6.073)
O (-3.064, 1.184, 2.179)
C (-2.085, 0.913, 1.520)
O (-1.567, -0.253, 1.416)
C (-1.323, 2.016, 0.738)
P (0.415, 1.425, 0.894)
C (0.695, 1.428, 2.689)
C (1.103, 2.568, 3.377)
C (1.299, 2.505, 4.746)
C (1.088, 1.321, 5.434)
C (0.672, 0.187, 4.753)
C (0.484, 0.239, 3.384)
C (1.495, 2.682, 0.199)
C (1.103, 3.419, -0.922)
C (2.020, 4.226, -1.566)
C (3.327, 4.308, -1.107)
C (3.719, 3.575, 0.004)
C (2.816, 2.750, 0.642)
H (-1.506, 3.015, 1.149)
H (-1.629, 1.982, -0.316)
H (1.276, 3.494, 2.844)
H (1.624, 3.384, 5.281)
H (1.253, 1.284, 6.502)
H (0.506, -0.742, 5.280)
H (0.174, -0.652, 2.843)
H (0.086, 3.356, -1.286)
H (1.723, 4.790, -2.440)
H (4.041, 4.927, -1.632)
H (4.734, 3.632, 0.364)
H (3.124, 2.149, 1.489)
Cl (2.871, -3.353, -0.572)
Ge (2.227, -1.277, -0.079)
Cl (3.771, -0.103, -1.059)
Cl (2.939, -1.096, 2.009)

Summary:
expectation value of S²: 0.7540
LUMO level (alpha / beta): -0.35 / -0.04 eV
E_tot: -171837.7018 eV
2S+1: 2
highest occupied orbital energy (alpha / beta): -0.29775 / -0.30718 Ha

=====

[4]
The following is a quantum chemistry calculation of a molecular structure, C26H27CrFN6O8, from OMol25.

Geometry (Å):
Cr (-0.516, 1.124, -3.056)
O (1.618, -2.269, -3.093)
C (1.162, -1.162, -3.250)
O (-0.071, -0.771, -3.030)
C (2.023, -0.014, -3.721)
C (3.310, -0.050, -4.225)
C (3.894, 1.152, -4.604)
C (3.205, 2.354, -4.452)
C (1.933, 2.299, -3.928)
N (1.388, 1.137, -3.604)
C (0.983, 3.443, -3.652)
O (1.255, 4.579, -3.936)
O (-0.143, 3.019, -3.087)
H (3.818, -1.000, -4.311)
H (4.895, 1.156, -5.017)
H (3.628, 3.312, -4.724)
F (2.178, 1.435, 3.284)
C (1.199, 0.651, 2.773)
C (0.733, 0.871, 1.514)
C (-0.316, 0.084, 1.032)
C (-0.820, 0.306, -0.328)
O (-0.158, 1.044, -1.082)
C (-2.028, -0.362, -0.672)
C (-2.494, -1.326, 0.163)
N (-1.924, -1.674, 1.337)
C (-2.462, -2.784, 2.098)
C (-2.730, -4.060, 1.369)
C (-1.579, -3.975, 2.326)
C (-0.871, -0.917, 1.833)
C (-0.353, -1.135, 3.119)
C (0.680, -0.361, 3.589)
N (1.171, -0.591, 4.915)
C (2.612, -0.689, 5.075)
C (2.916, -1.326, 6.411)
N (2.310, -0.455, 7.491)
C (0.818, -0.290, 7.298)
C (0.573, 0.278, 5.918)
C (-2.853, -0.073, -1.905)
O (-3.907, -0.654, -2.042)
O (-2.385, 0.825, -2.728)
H (1.154, 1.648, 0.889)
H (-3.378, -1.880, -0.127)
H (-3.150, -2.496, 2.884)
H (-2.488, -4.085, 0.315)
H (-3.611, -4.617, 1.651)
H (-0.585, -3.944, 1.900)
H (-1.658, -4.478, 3.281)
H (-0.743, -1.922, 3.748)
H (3.115, 0.287, 5.012)
H (3.031, -1.318, 4.291)
H (3.983, -1.398, 6.610)
H (2.449, -2.304, 6.510)
H (2.751, 0.467, 7.446)
H (2.511, -0.831, 8.418)
H (0.451, 0.358, 8.091)
H (0.387, -1.284, 7.398)
H (0.966, 1.307, 5.860)
H (-0.503, 0.334, 5.764)
C (-3.235, 2.005, -7.635)
N (-2.228, 1.346, -6.830)
C (-1.756, 1.798, -5.654)
N (-2.221, 2.961, -5.171)
O (-0.896, 1.122, -5.047)
H (-3.383, 1.420, -8.538)
H (-2.912, 3.002, -7.939)
H (-4.194, 2.076, -7.117)
H (-1.914, 0.421, -7.069)
H (-2.876, 3.520, -5.684)
H (-1.763, 3.351, -4.356)

Summary:
expectation value of S²: 0.7605
LUMO level (alpha / beta): -3.25 / -3.25 eV
net charge: +1
E_tot: -83857.5208 eV
2S+1: 2
highest occupied orbital energy (alpha / beta): -0.36800 / -0.34741 Ha